(1)
{"formula": "C29H38CuN4OP2", "method": "the ωB97M-V functional and the def2-TZVPD basis", "lumo_energy_ev": [-0.4, -0.7], "orbital_gap_ev": [5.28, 6.99], "spin_multiplicity": 2, "relative_energy_ev": 1.8297, "homo_energy_ev": [-5.68, -7.65], "elements": ["Cu", "C", "C", "C", "C", "C", "C", "C", "C", "C", "H", "H", "H", "H", "H", "H", "H", "H", "H", "H", "H", "H", "H", "H", "H", "P", "P", "N", "N", "N", "N", "C", "C", "C", "C", "C", "C", "C", "C", "C", "C", "C", "C", "C", "C", "C", "C", "C", "C", "H", "H", "H", "H", "H", "H", "H", "H", "H", "H", "H", "H", "H", "H", "H", "H", "H", "H", "H", "H", "C", "C", "O", "H", "H", "H"], "xyz": [[-0.609, -2.783, 0.710], [-0.548, 3.577, 2.715], [-0.790, 2.916, 1.570], [0.361, 2.396, 0.747], [1.550, 1.853, 1.553], [2.641, 2.912, 1.747], [2.552, 4.226, 1.434], [1.314, 5.070, 1.595], [0.510, 4.608, 2.881], [0.501, -4.426, 4.161], [-1.129, 3.416, 3.619], [-1.820, 2.623, 1.277], [0.745, 3.176, 0.083], [-0.032, 1.662, 0.050], [1.152, 1.348, 2.456], [2.021, 1.013, 1.036], [3.487, 2.514, 2.343], [3.437, 4.734, 1.034], [0.673, 5.024, 0.707], [1.582, 6.137, 1.697], [1.219, 4.304, 3.668], [0.007, 5.480, 3.335], [-0.286, -5.124, 4.523], [1.275, -4.468, 4.932], [0.928, -4.872, 3.265], [1.341, -1.689, -0.277], [-2.475, -0.787, -0.222], [2.709, -0.379, -0.941], [1.790, -2.724, -1.564], [-2.473, 0.908, -1.006], [-3.909, -1.225, -1.251], [0.090, -0.740, -1.195], [-1.206, -1.533, -1.274], [4.028, -0.453, -0.494], [4.785, 0.538, -1.128], [3.900, 1.241, -2.008], [2.656, 0.616, -1.909], [2.337, -3.999, -1.356], [2.740, -4.524, -2.573], [2.433, -3.549, -3.579], [1.887, -2.449, -2.934], [-3.340, 1.934, -0.605], [-3.151, 3.083, -1.361], [-2.108, 2.775, -2.292], [-1.758, 1.434, -2.091], [-4.489, -0.560, -2.348], [-5.303, -1.454, -3.044], [-5.246, -2.712, -2.342], [-4.394, -2.545, -1.256], [0.413, -0.468, -2.202], [-0.028, 0.201, -0.647], [-1.549, -1.608, -2.320], [-1.088, -2.585, -0.874], [4.340, -1.175, 0.248], [5.842, 0.704, -0.982], [4.107, 2.071, -2.656], [1.781, 0.837, -2.500], [2.356, -4.419, -0.362], [3.222, -5.486, -2.745], [2.587, -3.629, -4.652], [1.527, -1.513, -3.335], [-4.021, 1.779, 0.208], [-3.700, 4.008, -1.232], [-1.639, 3.403, -3.038], [-1.046, 0.833, -2.634], [-4.237, 0.469, -2.578], [-5.851, -1.224, -3.947], [-5.762, -3.622, -2.627], [-4.046, -3.248, -0.508], [-1.005, -2.240, 4.607], [-0.053, -3.067, 3.763], [0.148, -2.611, 2.596], [-1.082, -1.275, 4.064], [-0.778, -2.030, 5.646], [-2.021, -2.632, 4.621]], "lowdin_charge": [0.2031, -0.1302, -0.0890, -0.2025, -0.1703, -0.0972, -0.1243, -0.1793, -0.1907, -0.0090, 0.0977, 0.0817, 0.1036, 0.0515, 0.1170, 0.0724, 0.1092, 0.0986, 0.0993, 0.1085, 0.1121, 0.1090, 0.0977, 0.0875, 0.0755, 1.0652, 1.1216, -0.1984, -0.2891, -0.2367, -0.2588, -0.4596, -0.4734, -0.1749, -0.1098, -0.1012, -0.1829, -0.1464, -0.0962, -0.0804, -0.1208, -0.2021, -0.0904, -0.0766, -0.1576, -0.1269, -0.0897, -0.1026, -0.1676, 0.0379, 0.0300, 0.1145, -0.0255, 0.0918, 0.0802, 0.0801, 0.0872, 0.0936, 0.0930, 0.0948, 0.0947, 0.1025, 0.0963, 0.0934, 0.0912, 0.0949, 0.0888, 0.0875, 0.0894, -0.0143, -0.3918, -0.1445, 0.0908, 0.0802, 0.0869]}

(2)
{"formula": "C29H38CuN6OTe", "method": "the ωB97M-V functional and the def2-TZVPD basis", "lumo_energy_ev": [-0.1, -0.1], "orbital_gap_ev": [6.39, 6.38], "spin_multiplicity": 2, "relative_energy_ev": 0.9987, "homo_energy_ev": [-6.48, -6.52], "elements": ["Cu", "C", "N", "C", "C", "N", "N", "C", "N", "N", "H", "H", "H", "H", "H", "H", "H", "H", "H", "H", "H", "C", "C", "C", "C", "C", "C", "Te", "N", "C", "O", "C", "C", "C", "C", "C", "C", "C", "C", "C", "C", "C", "C", "C", "C", "C", "C", "C", "C", "H", "H", "H", "H", "H", "H", "H", "H", "H", "H", "H", "H", "H", "H", "H", "H", "H", "H", "H", "H", "H", "H", "H", "H", "H", "H", "H"], "xyz": [[-0.219, -0.951, 0.490], [4.881, 0.060, 1.807], [3.956, -0.562, 0.860], [4.388, -0.549, -0.529], [2.621, -0.655, 1.142], [1.689, -0.826, 0.274], [2.326, -0.618, 2.498], [1.075, -0.368, 3.093], [1.053, -0.738, 4.422], [0.155, 0.216, 2.448], [5.885, -0.021, 1.399], [4.895, -0.450, 2.769], [4.658, 1.116, 1.973], [5.411, -0.915, -0.579], [4.347, 0.454, -0.963], [3.779, -1.220, -1.129], [1.984, -0.741, -0.689], [3.063, -0.870, 3.128], [1.686, -1.460, 4.725], [0.137, -0.804, 4.833], [-0.708, 0.354, 2.962], [-4.414, 7.057, -4.835], [-3.976, 5.843, -4.055], [-4.162, 5.763, -2.682], [-3.758, 4.647, -1.950], [-3.983, 4.660, -0.453], [-3.150, 3.560, -2.600], [-2.361, 1.913, -1.353], [-1.918, -0.089, 0.007], [-2.543, -1.117, 0.489], [-1.775, -2.105, 0.880], [-4.022, -1.259, 0.629], [-4.847, -0.144, 0.745], [-6.219, -0.303, 0.875], [-6.773, -1.578, 0.895], [-5.949, -2.694, 0.799], [-4.576, -2.534, 0.673], [-3.368, 0.504, -2.588], [-4.749, 0.602, -2.791], [-5.620, 1.662, -2.158], [-5.381, -0.321, -3.629], [-4.689, -1.339, -4.259], [-5.389, -2.331, -5.154], [-3.320, -1.430, -4.033], [-2.645, -0.535, -3.215], [-1.160, -0.730, -3.040], [-2.938, 3.643, -3.989], [-2.270, 2.549, -4.790], [-3.358, 4.775, -4.688], [-4.893, 7.788, -4.183], [-5.123, 6.783, -5.619], [-3.563, 7.542, -5.318], [-4.628, 6.596, -2.163], [-4.451, 5.596, -0.143], [-3.043, 4.551, 0.091], [-4.630, 3.836, -0.140], [-4.396, 0.841, 0.738], [-6.859, 0.567, 0.969], [-7.846, -1.703, 0.983], [-6.380, -3.687, 0.831], [-3.917, -3.391, 0.606], [-5.150, 2.089, -1.274], [-6.580, 1.233, -1.870], [-5.805, 2.480, -2.860], [-6.453, -0.229, -3.783], [-6.453, -2.110, -5.227], [-5.277, -3.347, -4.766], [-4.967, -2.314, -6.161], [-2.756, -2.223, -4.518], [-0.787, -1.472, -3.747], [-0.936, -1.070, -2.028], [-0.617, 0.205, -3.185], [-1.635, 1.930, -4.165], [-1.660, 2.981, -5.586], [-3.014, 1.896, -5.255], [-3.179, 4.825, -5.760]], "lowdin_charge": [0.4147, -0.0400, -0.1490, -0.0447, -0.3972, 0.0976, 0.1402, -0.4975, 0.1425, 0.1359, 0.0882, 0.0781, 0.1025, 0.0902, 0.1047, 0.0857, 0.0641, 0.1163, 0.0938, 0.1044, 0.0821, -0.0580, -0.2795, -0.0297, -0.3218, -0.1027, -0.3812, 1.4647, -0.1323, -0.5943, -0.1219, -0.1454, -0.0447, -0.0866, -0.0927, -0.0829, -0.0226, -0.3918, -0.2831, -0.0718, -0.0174, -0.2717, -0.0546, -0.0227, -0.3031, -0.0878, -0.2882, -0.0627, -0.0297, 0.0688, 0.0767, 0.0768, 0.1078, 0.0704, 0.0572, 0.0527, 0.0801, 0.1026, 0.0979, 0.0984, 0.1133, 0.0108, 0.0769, 0.0909, 0.1160, 0.0702, 0.0784, 0.0774, 0.1152, 0.0755, 0.0368, 0.0453, 0.0227, 0.0775, 0.0900, 0.1172]}

(3)
{"formula": "C29H38FIrN5OS2", "method": "the ωB97M-V functional and the def2-TZVPD basis", "lumo_energy_ev": -2.5, "orbital_gap_ev": 7.87, "spin_multiplicity": 1, "total_charge": 1, "relative_energy_ev": 0.6184, "homo_energy_ev": -10.39, "elements": ["Ir", "C", "N", "C", "C", "C", "C", "C", "C", "C", "C", "H", "H", "H", "H", "H", "H", "H", "H", "H", "H", "H", "H", "C", "C", "N", "C", "C", "S", "C", "C", "S", "C", "N", "C", "H", "H", "H", "H", "H", "H", "H", "H", "F", "C", "C", "C", "C", "C", "C", "C", "H", "H", "H", "H", "H", "H", "C", "N", "C", "C", "O", "N", "C", "C", "H", "H", "H", "H", "H", "H", "H", "H", "H", "H", "H", "H"], "xyz": [[0.000, 0.040, -0.072], [2.599, -1.826, 1.376], [1.880, -0.545, 1.438], [1.542, -0.331, 2.853], [2.789, 0.544, 0.992], [2.763, 0.750, -0.498], [3.942, 1.054, -1.170], [3.963, 1.223, -2.546], [2.781, 1.056, -3.253], [1.597, 0.762, -2.584], [1.545, 0.631, -1.189], [3.445, -1.831, 2.076], [2.990, -1.997, 0.379], [1.929, -2.642, 1.646], [2.452, -0.288, 3.467], [0.928, -1.155, 3.219], [1.004, 0.602, 2.983], [3.808, 0.286, 1.307], [2.528, 1.465, 1.520], [4.868, 1.130, -0.607], [4.889, 1.453, -3.058], [2.776, 1.170, -4.332], [0.703, 0.628, -3.180], [0.729, 3.458, 0.259], [-0.200, 2.801, 1.222], [-0.481, 1.510, 1.248], [-1.388, 1.188, 2.260], [-1.769, 2.250, 3.003], [-1.005, 3.669, 2.446], [-1.786, -0.222, 2.411], [-2.565, -0.781, 3.370], [-2.552, -2.475, 3.178], [-1.531, -2.353, 1.812], [-1.231, -1.116, 1.513], [-1.047, -3.579, 1.111], [1.237, 2.699, -0.325], [1.463, 4.068, 0.789], [0.179, 4.111, -0.420], [-2.457, 2.269, 3.835], [-3.090, -0.300, 4.180], [-1.357, -4.474, 1.649], [0.041, -3.570, 1.041], [-1.445, -3.617, 0.104], [-5.728, -1.628, -3.592], [-4.665, -1.001, -3.060], [-3.560, -0.775, -3.853], [-2.461, -0.144, -3.289], [-2.463, 0.277, -1.961], [-1.302, 1.037, -1.382], [-3.605, 0.032, -1.201], [-4.713, -0.614, -1.737], [-3.575, -1.078, -4.892], [-1.596, 0.062, -3.912], [-1.728, 1.847, -0.785], [-0.730, 1.472, -2.194], [-3.640, 0.372, -0.170], [-5.607, -0.798, -1.155], [-2.346, -3.246, -2.220], [-0.945, -3.364, -2.608], [-0.638, -4.536, -3.418], [-0.003, -2.500, -2.156], [-0.332, -1.689, -1.251], [1.230, -2.589, -2.759], [2.418, -2.273, -1.988], [1.327, -2.402, -4.207], [-2.978, -3.204, -3.106], [-2.500, -2.349, -1.634], [-2.636, -4.126, -1.640], [-1.236, -5.372, -3.053], [0.414, -4.790, -3.334], [-0.887, -4.375, -4.468], [2.905, -3.181, -1.623], [2.159, -1.640, -1.152], [3.124, -1.720, -2.607], [0.367, -2.592, -4.682], [2.061, -3.088, -4.634], [1.630, -1.377, -4.436]], "lowdin_charge": [1.2794, -0.0654, -0.2935, -0.0849, -0.1566, -0.2705, -0.0411, -0.0820, -0.0923, -0.1239, -0.3074, 0.1027, 0.0640, 0.0815, 0.1044, 0.0896, 0.0727, 0.1274, 0.1217, 0.1157, 0.1060, 0.1080, 0.0816, -0.0442, -0.6005, -0.1212, -0.3142, -0.3095, 1.1419, -0.3347, -0.3128, 1.1296, -0.5998, -0.0115, -0.0438, 0.0510, 0.0945, 0.1008, 0.0908, 0.0881, 0.0847, 0.0756, 0.0513, 0.0649, -0.3080, -0.0225, -0.0457, -0.2958, -0.2060, -0.0472, -0.0017, 0.1262, 0.1140, 0.0610, 0.0430, 0.1118, 0.1226, -0.0329, -0.1001, -0.0312, -0.4275, -0.1214, -0.1240, -0.0404, -0.0300, 0.0946, 0.0712, 0.0970, 0.0954, 0.0951, 0.0944, 0.1015, 0.0273, 0.0986, 0.0824, 0.1006, 0.0794]}

(4)
{"formula": "C29H38IrN6O8PS", "method": "the ωB97M-V functional and the def2-TZVPD basis", "lumo_energy_ev": [-6.2, -6.5], "orbital_gap_ev": [3.22, 2.68], "spin_multiplicity": 2, "total_charge": 1, "homo_energy_ev": [-9.40, -9.20], "elements": ["Ir", "O", "C", "O", "C", "C", "C", "N", "C", "C", "C", "O", "O", "H", "H", "H", "C", "O", "C", "C", "C", "C", "C", "C", "O", "C", "O", "C", "H", "H", "H", "H", "H", "H", "H", "H", "H", "C", "N", "C", "P", "O", "N", "C", "C", "N", "C", "C", "H", "H", "H", "H", "H", "H", "H", "H", "H", "H", "H", "H", "H", "H", "H", "H", "H", "H", "N", "C", "S", "N", "C", "C", "C", "C", "C", "C", "H", "H", "H", "H", "H", "H", "H", "H"], "xyz": [[0.151, 0.051, -0.193], [7.087, -0.496, -0.645], [6.808, 0.386, 0.118], [7.265, 1.234, 0.828], [5.150, 0.414, 0.242], [4.537, -0.559, 1.001], [3.149, -0.536, 1.058], [2.437, 0.338, 0.364], [3.052, 1.249, -0.376], [4.437, 1.357, -0.452], [2.162, 2.144, -1.267], [2.555, 3.232, -1.625], [1.060, 1.595, -1.570], [5.104, -1.306, 1.534], [2.608, -1.249, 1.664], [4.876, 2.147, -1.038], [2.771, -6.628, -0.080], [1.383, -6.660, 0.191], [0.644, -5.553, 0.080], [-0.747, -5.756, 0.267], [-1.622, -4.717, 0.154], [-1.194, -3.407, -0.149], [-2.126, -2.341, -0.338], [-3.606, -2.624, -0.257], [-1.797, -1.166, -0.619], [0.227, -3.169, -0.288], [0.739, -2.026, -0.511], [1.109, -4.281, -0.179], [3.129, -7.636, 0.125], [3.300, -5.922, 0.567], [2.955, -6.378, -1.130], [-1.075, -6.757, 0.500], [-2.672, -4.916, 0.297], [-3.903, -3.238, -1.105], [-4.167, -1.695, -0.290], [-3.849, -3.149, 0.664], [2.160, -4.070, -0.313], [0.374, 2.881, 2.102], [-0.944, 2.487, 2.541], [-1.896, 3.563, 2.641], [-1.165, 0.894, 3.012], [-0.550, -0.051, 2.042], [-0.425, 0.693, 4.493], [0.318, -0.516, 4.786], [-0.407, 1.700, 5.531], [-2.792, 0.588, 3.171], [-3.555, 0.810, 4.376], [-3.583, 0.405, 1.972], [0.313, 3.390, 1.136], [0.994, 1.991, 1.990], [0.838, 3.564, 2.819], [-2.038, 4.019, 1.657], [-1.541, 4.336, 3.328], [-2.853, 3.187, 2.986], [0.316, -1.145, 3.898], [-0.140, -1.064, 5.615], [1.352, -0.273, 5.056], [-1.017, 2.547, 5.227], [0.616, 2.047, 5.713], [-0.798, 1.299, 6.472], [-2.896, 0.754, 5.237], [-4.313, 0.029, 4.466], [-4.074, 1.775, 4.382], [-2.909, 0.194, 1.148], [-4.173, 1.295, 1.728], [-4.265, -0.439, 2.107], [-1.193, 2.735, -2.971], [-1.670, 1.793, -2.165], [-1.569, 1.988, -0.462], [-2.331, 0.732, -2.614], [-2.653, 0.396, -3.942], [-3.096, 1.341, -4.862], [-3.438, 0.935, -6.142], [-3.358, -0.399, -6.503], [-2.934, -1.340, -5.580], [-2.578, -0.945, -4.304], [-0.584, 3.434, -2.573], [-1.068, 2.527, -3.952], [-2.452, -0.014, -1.925], [-3.212, 2.374, -4.573], [-3.771, 1.667, -6.858], [-3.634, -0.702, -7.500], [-2.880, -2.382, -5.855], [-2.225, -1.664, -3.580]], "lowdin_charge": [1.4522, 0.0611, -0.7308, 0.0756, -0.0563, 0.0311, -0.0939, 0.0231, -0.1651, 0.0829, -0.5912, 0.1327, -0.1508, 0.1342, 0.1200, 0.1478, -0.0488, -0.0449, -0.2603, 0.0222, -0.0115, -0.0951, -0.3459, 0.0146, -0.1619, -0.3178, -0.1362, 0.0776, 0.1022, 0.0994, 0.1071, 0.1276, 0.1141, 0.1053, 0.0847, 0.0966, 0.1227, -0.1265, -0.3366, -0.1050, 0.5612, -0.3755, -0.3052, -0.0883, -0.0977, -0.2967, -0.0881, -0.1154, 0.0661, 0.0574, 0.1002, 0.0703, 0.0951, 0.0697, 0.0663, 0.0909, 0.0947, 0.0751, 0.0951, 0.0923, 0.0719, 0.0940, 0.0876, 0.0092, 0.0933, 0.0927, 0.1783, -0.7463, 0.8336, 0.0842, -0.2277, -0.0272, -0.0555, -0.0608, -0.0556, -0.0085, 0.1206, 0.1277, 0.0932, 0.1159, 0.1142, 0.1134, 0.1144, 0.1136]}